Computed, not measured: a structure of composition C34H29NO4P2RhS3, with the ωB97M-V functional and the def2-TZVPD basis.

Summary:
- HOMO-LUMO gap (eV) = 6.988
- M (g mol⁻¹) = 776.664
- net charge = -1
- strongest force on any atom (eV/A) = 1.71
- energy (eV) = -99503.59899

Structure (XYZ):
```
74
C34H29NO4P2RhS3 (the ωB97M-V functional and the def2-TZVPD basis)
Rh -0.10138 0.14513 -1.66289
S 2.04593 -2.12489 -1.89184
P 1.59491 -1.63652 -0.02842
C 0.93006 -0.08035 0.12824
P 1.65616 1.41361 0.00346
S 1.49426 1.79521 -2.00229
C 0.65695 2.64437 0.89621
C 0.33032 2.38712 2.22608
C -0.45274 3.27891 2.94018
C -0.93232 4.42793 2.32173
C -0.62491 4.67915 0.99450
C 0.17186 3.79073 0.28335
C 3.35009 1.64117 0.60953
C 3.67415 2.43919 1.70023
C 4.98584 2.49634 2.15554
C 5.97321 1.76017 1.51804
C 5.65634 0.97354 0.41633
C 4.35054 0.91605 -0.03940
C 0.36919 -2.80404 0.65647
C -0.77625 -2.34186 1.28896
C -1.70425 -3.24295 1.79782
C -1.48503 -4.60675 1.68332
C -0.33777 -5.07333 1.05162
C 0.58147 -4.17526 0.53522
C 2.99839 -1.84318 1.12813
C 2.92481 -1.31357 2.41489
C 4.00158 -1.42395 3.27995
C 5.15435 -2.08538 2.87212
C 5.22470 -2.63204 1.59953
C 4.15112 -2.50467 0.72714
H 0.67342 1.46850 2.68796
H -0.70592 3.06993 3.97229
H -1.56244 5.11574 2.87234
H -1.02484 5.55406 0.49853
H 0.38508 3.96343 -0.76331
H 2.90192 3.01228 2.20056
H 5.23332 3.11401 3.01004
H 6.99389 1.79870 1.87896
H 6.42552 0.39655 -0.08111
H 4.09349 0.30209 -0.89744
H -0.93366 -1.27158 1.36233
H -2.60478 -2.87600 2.27555
H -2.21124 -5.30876 2.07506
H -0.16952 -6.13833 0.94883
H 1.45819 -4.53259 0.00778
H 2.02440 -0.79642 2.72430
H 3.94560 -0.99027 4.27081
H 5.99748 -2.16953 3.54717
H 6.12276 -3.14610 1.27854
H 4.20245 -2.89198 -0.28461
C -7.47303 0.60141 -1.67449
C -6.10568 0.12054 -2.07796
C -5.83589 -0.26401 -3.38573
C -4.57036 -0.69805 -3.75330
C -3.56028 -0.74566 -2.80490
C -3.81215 -0.37218 -1.49157
C -5.07931 0.05475 -1.13807
S -1.92388 -1.24985 -3.28434
O -2.10056 -2.07848 -4.44551
O -1.32713 -1.85332 -2.08243
N -1.02579 0.03675 -3.53257
C -1.67970 1.30742 -3.82281
C -2.04078 2.01775 -2.52100
O -2.75571 2.99639 -2.47284
O -1.50536 1.49370 -1.43464
H -8.13774 0.66963 -2.53530
H -7.41541 1.58798 -1.21181
H -7.92851 -0.07559 -0.94876
H -6.62477 -0.22228 -4.12802
H -4.36006 -1.01437 -4.76664
H -3.01665 -0.40985 -0.75851
H -5.27232 0.35597 -0.11468
H -2.57909 1.22484 -4.43499
H -0.97654 1.94286 -4.36745
```

From a Löwdin analysis of the wavefunction, the atomic charges in e read:
1. Rh 0.777
2. S 0.260
3. P 0.339
4. C -0.674
5. P 0.457
6. S 0.402
7. C -0.343
8. C -0.102
9. C -0.091
10. C -0.096
11. C -0.076
12. C -0.091
13. C -0.313
14. C -0.076
15. C -0.090
16. C -0.093
17. C -0.079
18. C -0.095
19. C -0.335
20. C -0.091
21. C -0.088
22. C -0.102
23. C -0.092
24. C -0.093
25. C -0.330
26. C -0.083
27. C -0.086
28. C -0.101
29. C -0.094
30. C -0.111
31. H 0.098
32. H 0.096
33. H 0.095
34. H 0.102
35. H 0.072
36. H 0.096
37. H 0.097
38. H 0.097
39. H 0.104
40. H 0.095
41. H 0.087
42. H 0.097
43. H 0.094
44. H 0.096
45. H 0.095
46. H 0.099
47. H 0.099
48. H 0.095
49. H 0.097
50. H 0.068
51. C -0.057
52. C -0.273
53. C -0.041
54. C -0.057
55. C -0.277
56. C -0.050
57. C -0.024
58. S 0.575
59. O -0.300
60. O -0.394
61. N -0.309
62. C -0.192
63. C -0.630
64. O 0.051
65. O -0.207
66. H 0.069
67. H 0.080
68. H 0.078
69. H 0.106
70. H 0.111
71. H 0.106
72. H 0.117
73. H 0.114
74. H 0.115

Computed, not measured: a structure of composition C34H30AlI2O22S, with the ωB97M-V functional and the def2-TZVPD basis.

Summary:
- HOMO-LUMO gap (eV) = 5.747
- M (g mol⁻¹) = 1103.449
- net charge = -1
- strongest force on any atom (eV/A) = 3.04
- energy (eV) = -114421.84206

Structure (XYZ):
```
90
C34H30AlI2O22S (the ωB97M-V functional and the def2-TZVPD basis)
C 0.86663 -1.22064 -0.69512
C 1.73745 -0.09682 -1.22433
I 3.39357 0.14809 0.12970
C 0.92928 1.15266 -1.53057
I 2.19807 2.72425 -2.31845
Al -0.18169 2.10627 -0.08349
C -1.49058 0.86695 0.91704
S -2.51945 -0.08206 -0.07370
O -2.69150 0.58016 -1.34025
O -3.71863 -0.50325 0.61162
H 0.51038 -1.02945 0.31181
H 1.43687 -2.14844 -0.67083
H 0.03553 -1.36675 -1.38737
H 2.21748 -0.45737 -2.13598
H 0.34878 0.92301 -2.42588
H 0.81473 2.72779 1.01834
H -1.02705 3.26242 -0.81055
H -2.20101 1.50280 1.45168
H -1.04074 0.19597 1.65114
H -1.82869 -1.21187 -0.32096
C -3.82400 -1.31409 3.70599
C -4.85088 -2.17615 3.63167
C -5.03142 -3.29696 4.62955
O -6.00538 -4.01637 4.48941
C -4.05207 -3.45782 5.68528
C -3.02527 -2.59927 5.75725
C -2.85999 -1.46199 4.77036
O -1.89925 -0.73142 4.94108
O -2.07905 -2.66045 6.68045
O -5.79110 -2.13392 2.70690
H -3.68254 -0.51516 2.99110
H -4.18385 -4.27123 6.38457
H -1.46444 -1.91662 6.50136
H -6.39716 -2.87308 2.90203
C -1.80814 2.36802 9.19693
C -2.20865 1.69250 10.28133
C -1.93838 0.21762 10.45910
O -2.33364 -0.29094 11.49364
C -1.24023 -0.49288 9.40952
C -0.84225 0.18097 8.32019
C -1.09128 1.66195 8.14971
O -0.66717 2.17832 7.13714
O -0.20544 -0.37906 7.30545
O -2.86691 2.23759 11.29372
H -1.99386 3.42400 9.06288
H -1.06730 -1.55217 9.53707
H -0.05717 0.32539 6.64027
H -3.01902 1.51421 11.93243
C -1.78087 1.57103 -5.62719
C -2.36008 0.76973 -4.70800
C -1.94337 -0.68128 -4.54359
O -2.51507 -1.34754 -3.70676
C -0.89436 -1.19993 -5.40859
C -0.32659 -0.38845 -6.30847
C -0.73583 1.05629 -6.46641
O -0.13391 1.69824 -7.31667
O 0.63477 -0.75815 -7.14342
O -3.29489 1.19091 -3.89755
H -2.06427 2.60699 -5.74597
H -0.60784 -2.23562 -5.29332
H 0.84710 0.04481 -7.66053
H -3.50784 0.48813 -3.24794
C 1.87441 6.49984 -6.52259
C 2.26760 5.31427 -6.02891
C 1.56646 4.02196 -6.38307
O 2.03072 3.01035 -5.90210
C 0.40532 4.07371 -7.25337
C 0.01372 5.25960 -7.73570
C 0.73528 6.54590 -7.40933
O 0.29899 7.56343 -7.92386
O -1.02664 5.42731 -8.54104
O 3.28321 5.15665 -5.20520
H 2.37038 7.42815 -6.27821
H -0.10415 3.14740 -7.48411
H -1.06491 6.38592 -8.72423
H 3.31497 4.20062 -4.98737
C 6.90814 -3.95256 -1.67873
C 5.64516 -3.54231 -1.88223
C 4.46755 -4.18962 -1.18596
O 3.36695 -3.74543 -1.44231
C 4.71814 -5.28730 -0.27148
C 5.97943 -5.68940 -0.07068
C 7.15555 -5.03925 -0.76104
O 8.25900 -5.48427 -0.49175
O 6.32212 -6.68077 0.73789
O 5.31842 -2.55558 -2.68962
H 7.75508 -3.49583 -2.17004
H 3.87147 -5.74678 0.21805
H 7.29641 -6.73823 0.68653
H 4.35062 -2.43763 -2.61534
```

From a Löwdin analysis of the wavefunction, the atomic charges in e read:
1. C -0.201
2. C -0.930
3. I 0.753
4. C -0.855
5. I 0.748
6. Al 0.149
7. C -0.394
8. S 0.580
9. O -0.386
10. O -0.381
11. H 0.051
12. H 0.050
13. H 0.070
14. H 0.048
15. H 0.005
16. H -0.084
17. H -0.074
18. H 0.049
19. H 0.037
20. H 0.055
21. C 0.079
22. C -0.230
23. C -0.314
24. O 0.093
25. C 0.066
26. C -0.230
27. C -0.298
28. O 0.103
29. O 0.106
30. O 0.127
31. H 0.112
32. H 0.131
33. H 0.089
34. H 0.117
35. C 0.076
36. C -0.240
37. C -0.314
38. O 0.098
39. C 0.074
40. C -0.229
41. C -0.308
42. O 0.128
43. O 0.097
44. O 0.111
45. H 0.136
46. H 0.136
47. H 0.128
48. H 0.116
49. C 0.087
50. C -0.222
51. C -0.310
52. O 0.112
53. C 0.072
54. C -0.228
55. C -0.271
56. O 0.040
57. O 0.113
58. O 0.131
59. H 0.138
60. H 0.132
61. H 0.119
62. H 0.102
63. C 0.065
64. C -0.235
65. C -0.297
66. O 0.063
67. C 0.070
68. C -0.232
69. C -0.323
70. O 0.079
71. O 0.102
72. O 0.100
73. H 0.130
74. H 0.050
75. H 0.109
76. H 0.085
77. C 0.071
78. C -0.233
79. C -0.307
80. O 0.098
81. C 0.076
82. C -0.239
83. C -0.318
84. O 0.091
85. O 0.110
86. O 0.121
87. H 0.134
88. H 0.135
89. H 0.115
90. H 0.118

Computed, not measured: a structure of composition C34H30As2CdClF12NO14, with the ωB97M-V functional and the def2-TZVPD basis.

Summary:
- HOMO-LUMO gap (eV) = 5.362
- M (g mol⁻¹) = 1202.292
- net charge = -2
- strongest force on any atom (eV/A) = 0.57
- energy (eV) = -237268.88391

Structure (XYZ):
```
95
C34H30As2CdClF12NO14 (the ωB97M-V functional and the def2-TZVPD basis)
Cd -0.00163 2.58180 0.36286
C 4.33141 4.18725 -4.82412
C 3.77938 3.59635 -3.55496
C 4.44964 3.70990 -2.34145
C 3.89616 3.19540 -1.19154
C 2.65703 2.52755 -1.16463
N 2.15718 2.10610 0.05866
C 2.90801 1.31717 0.86758
C 4.01428 0.60425 0.33489
C 4.82837 -0.21077 1.08749
C 4.59355 -0.39705 2.44253
C 5.45053 -1.29976 3.28759
C 3.48494 0.24968 2.97302
C 2.62517 1.07491 2.25555
C 1.34949 1.63219 2.94083
O 0.22644 1.46630 2.20066
C 1.00239 0.87925 4.26592
F 0.81104 -0.42759 4.01899
F -0.12733 1.35760 4.79461
F 1.91714 0.94219 5.27272
C 1.57057 3.12814 3.32761
F 2.11634 3.83719 2.32743
F 0.42533 3.74311 3.64856
F 2.40009 3.27916 4.38682
C 1.96536 2.41226 -2.39393
C 2.55225 2.95538 -3.54104
C 0.56883 1.74990 -2.56621
O -0.05158 1.33671 -1.45100
C -0.38075 2.77305 -3.28032
F -1.66802 2.43472 -3.11855
F -0.22704 3.99760 -2.76165
F -0.19526 2.88878 -4.62022
C 0.72116 0.47926 -3.45871
F 1.25973 0.66901 -4.68712
F 1.51421 -0.41025 -2.84237
F -0.46510 -0.11057 -3.66498
H 5.41288 4.31919 -4.75761
H 4.12328 3.54691 -5.68247
H 3.89436 5.16667 -5.03661
H 5.40623 4.22153 -2.29488
H 4.41268 3.30423 -0.24631
H 4.21250 0.69842 -0.72345
H 5.65568 -0.72293 0.60294
H 6.47909 -1.32339 2.92156
H 5.47635 -0.96216 4.32507
H 5.08502 -2.33189 3.29380
H 3.28856 0.08192 4.02148
H 2.02061 2.87539 -4.47959
C -1.01256 -3.42279 2.87123
O -1.59396 -2.28701 3.49605
C -2.43300 -1.49129 2.80729
O -3.02832 -0.61878 3.36909
C -2.56401 -1.69702 1.31626
C -3.54583 -2.48057 0.84640
As -4.10430 -2.78000 -1.06508
C -4.04747 -4.74875 -1.06604
C -2.30154 -2.27457 -1.56279
C -2.21743 -0.95783 -1.32097
As -1.37029 -0.29809 0.34161
C 0.34109 -1.22890 0.42676
C -3.35628 -0.03643 -1.62905
O -3.96708 0.58771 -0.79982
O -3.49571 0.11134 -2.95466
C -4.40359 1.13982 -3.35948
C -1.13918 -3.19406 -1.44316
O -0.21988 -3.19616 -2.22033
O -1.21461 -4.04723 -0.39241
C -0.12587 -4.95891 -0.27321
C -4.41076 -3.23844 1.78355
O -4.13535 -3.64394 2.88450
O -5.62332 -3.46903 1.21657
C -6.53519 -4.21207 2.01568
H -0.65492 -4.04923 3.68597
H -0.17025 -3.12766 2.24503
H -1.74132 -3.97389 2.28064
H -5.07554 -5.11151 -1.06208
H -3.50963 -5.13842 -0.20714
H -3.55200 -5.08401 -1.97697
H 0.31064 -2.29297 0.21164
H 0.72273 -1.04510 1.43279
H 0.97885 -0.70566 -0.28424
H -4.72550 0.87799 -4.36516
H -3.87860 2.09536 -3.36497
H -5.25256 1.19552 -2.68094
H -0.46228 -5.74076 0.40437
H 0.74516 -4.45102 0.14544
H 0.14374 -5.37361 -1.24370
H -7.33784 -4.51599 1.34811
H -6.92887 -3.58489 2.81609
H -6.04796 -5.08145 2.45617
O -2.26422 5.80164 1.32797
Cl -1.82325 4.90906 0.30423
O -0.34507 4.90349 0.24972
O -2.35136 5.27977 -0.97097
O -2.20214 3.52627 0.62459
```

From a natural (NBO) analysis of the wavefunction, the atomic charges in e read:
1. Cd 1.759
2. C -0.614
3. C -0.109
4. C -0.222
5. C -0.187
6. C 0.135
7. N -0.828
8. C 0.307
9. C -0.319
10. C -0.188
11. C -0.149
12. C -0.609
13. C -0.137
14. C -0.170
15. C 0.099
16. O -0.967
17. C 0.968
18. F -0.333
19. F -0.316
20. F -0.351
21. C 0.950
22. F -0.325
23. F -0.319
24. F -0.345
25. C -0.037
26. C -0.151
27. C 0.091
28. O -0.965
29. C 0.956
30. F -0.327
31. F -0.319
32. F -0.350
33. C 0.960
34. F -0.346
35. F -0.325
36. F -0.324
37. H 0.197
38. H 0.205
39. H 0.203
40. H 0.186
41. H 0.205
42. H 0.209
43. H 0.183
44. H 0.195
45. H 0.202
46. H 0.193
47. H 0.200
48. H 0.204
49. C -0.256
50. O -0.499
51. C 0.760
52. O -0.547
53. C -0.283
54. C -0.459
55. As 0.958
56. C -0.959
57. C -0.424
58. C -0.307
59. As 1.092
60. C -0.990
61. C 0.734
62. O -0.584
63. O -0.499
64. C -0.265
65. C 0.760
66. O -0.571
67. O -0.538
68. C -0.263
69. C 0.763
70. O -0.605
71. O -0.525
72. C -0.257
73. H 0.188
74. H 0.187
75. H 0.192
76. H 0.217
77. H 0.227
78. H 0.225
79. H 0.201
80. H 0.257
81. H 0.285
82. H 0.177
83. H 0.212
84. H 0.198
85. H 0.184
86. H 0.195
87. H 0.199
88. H 0.184
89. H 0.191
90. H 0.194
91. O -0.824
92. Cl 2.528
93. O -0.918
94. O -0.826
95. O -0.887

no.,HOMO level (eV)
1,-4.46
2,-5.91
3,-1.68